No. 1
Below is a cluster of 4 separate species, C4H14NOS2 in total at a distorted geometry, with properties calculated with wB97M-V/def2-TZVPD.

Its total energy is -1086.596323 hartree. As for the spin multiplicity: 1. As for the lowest unoccupied orbital energy: -8.48 eV. The HOMO-LUMO gap is 4.5520 eV. For the HOMO energy, the calculation gives -0.47889 hartree. The calculation puts the energy relative to the best compared isomer or geometry (same formula, charge and spin) at 924.3 kJ/mol. For the strongest force on any atom, the calculation gives 2.88 eV Å⁻¹. As for the charge: +1.

Last columns: bonded neighbours and bond lengths (Å).
Cartesian coordinates (Å):
1 N -0.6345 -1.9645 -1.4637  C2 1.479, H8 1.020, H10 1.019
2 C -1.4612 -0.7493 -1.6315  N1 1.479, C3 1.531, C4 1.525, H11 1.084
3 C -1.7347 -0.2087 -0.2254  C2 1.531, H12 1.098, H13 1.086, H14 1.195
4 C -0.7719 0.4601 -2.2541  C2 1.525, S5 1.764, H15 1.122, H16 1.088
5 S 0.9035 0.8528 -1.8679  C4 1.764
6 S 0.2337 0.6757 2.1119  C7 1.819
7 C 0.5584 1.3157 3.7834  S6 1.819, H17 1.096, H18 1.083, H19 1.092
8 H 0.2327 -1.7091 -0.9902  N1 1.020
9 H -0.7244 1.5984 0.0686  no bonds
10 H -0.4015 -2.2274 -2.4203  N1 1.019
11 H -2.4110 -0.9897 -2.0951  C2 1.084
12 H -1.2640 -0.9031 0.4837  C3 1.098
13 H -2.7406 0.1963 -0.1585  C3 1.086
14 H -1.0284 0.7440 -0.0781  C3 1.195
15 H -0.6809 0.1955 -3.3402  C4 1.122
16 H -1.3168 1.3996 -2.3159  C4 1.088
17 H -0.0741 2.1974 3.9342  C7 1.096
18 H 1.5978 1.6052 3.8800  C7 1.083
19 H 0.2927 0.4824 4.4367  C7 1.092
20 H 2.1529 -2.0464 0.9243  O22 0.975
21 H 1.2304 -0.8062 1.0850  O22 0.969
22 O 1.2758 -1.6903 0.6922  H20 0.975, H21 0.969

No. 2
Below is a cluster of 3 separate species, C4H14O2S in total at a distorted geometry, with properties calculated with wB97M-V/def2-TZVPD.

Its total energy is -709.445629 hartree. As for the spin multiplicity: 1. As for the lowest unoccupied orbital energy: 0.70 eV. The HOMO-LUMO gap is 8.9574 eV. For the HOMO energy, the calculation gives -0.30354 hartree. The calculation puts the energy relative to the best compared isomer or geometry (same formula, charge and spin) at 52.6 kJ/mol. As for the SMILES: CCCSC.O.O. For the strongest force on any atom, the calculation gives 1.10 eV Å⁻¹.

Last columns: bonded neighbours and bond lengths (Å).
Cartesian coordinates (Å):
1 C 1.6578 -2.2229 0.1062  C2 1.522, H6 1.088, H7 1.083, H8 1.084
2 C 1.1250 -0.9219 0.6897  C1 1.522, C3 1.526, H9 1.089, H10 1.101
3 C -0.1196 -0.4964 -0.0845  C2 1.526, S4 1.813, H11 1.083, H12 1.089
4 S -0.2721 1.2893 -0.3580  C3 1.813, C5 1.812
5 C -1.6272 1.2470 -1.5597  S4 1.812, H13 1.090, H14 1.085, H15 1.088
6 H 0.8854 -2.9890 0.0964  C1 1.088
7 H 2.5437 -2.5805 0.6156  C1 1.083
8 H 1.9615 -2.0523 -0.9201  C1 1.084
9 H 0.9291 -0.9486 1.7606  C2 1.089
10 H 1.9148 -0.1695 0.5393  C2 1.101
11 H -0.1517 -1.0029 -1.0415  C3 1.083
12 H -1.0014 -0.7959 0.4793  C3 1.089
13 H -1.2090 1.4580 -2.5434  C5 1.090
14 H -2.3783 1.9905 -1.3165  C5 1.085
15 H -2.0625 0.2533 -1.6450  C5 1.088
16 O -0.4801 0.1228 5.4853  H17 0.963, H18 0.963
17 H -1.2850 -0.3255 5.7641  O16 0.963
18 H 0.0128 -0.5638 5.0249  O16 0.963
19 O 0.1237 -0.0997 -3.9775  H20 0.963, H21 0.966
20 H 0.7505 -0.6030 -4.5071  O19 0.963
21 H 0.5584 0.7463 -3.8089  O19 0.966

No. 3
Below is a cluster of 3 separate species, C4H14O2S in total at a distorted geometry, with properties calculated with wB97M-V/def2-TZVPD.

Its total energy is -709.425558 hartree. As for the spin multiplicity: 1. As for the lowest unoccupied orbital energy: 0.52 eV. The HOMO-LUMO gap is 9.1187 eV. For the HOMO energy, the calculation gives -0.31588 hartree. The calculation puts the energy relative to the best compared isomer or geometry (same formula, charge and spin) at 105.3 kJ/mol. As for the SMILES: CCCSC.O.O. For the strongest force on any atom, the calculation gives 2.86 eV Å⁻¹.

Last columns: bonded neighbours and bond lengths (Å).
Cartesian coordinates (Å):
1 C -0.5046 1.7540 -2.3637  C2 1.534, H6 1.091, H7 1.121, H8 1.066
2 C 0.6198 0.7112 -2.3157  C1 1.534, C3 1.570, H9 1.082, H10 1.114
3 C 0.6809 0.0924 -0.8739  C2 1.570, S4 1.800, H11 1.080, H12 1.076
4 S -0.1786 -1.4888 -0.9134  C3 1.800, C5 1.757
5 C 0.0143 -2.1330 0.7100  S4 1.757, H13 1.102, H14 1.097, H15 1.067
6 H -0.3636 2.6597 -1.7730  C1 1.091
7 H -0.5092 2.0453 -3.4460  C1 1.121
8 H -1.5011 1.4659 -2.1202  C1 1.066
9 H 1.6414 1.0534 -2.4158  C2 1.082
10 H 0.3283 -0.0668 -3.0578  C2 1.114
11 H 0.0332 0.7530 -0.3163  C3 1.080
12 H 1.6984 0.1770 -0.5331  C3 1.076
13 H -0.4368 -1.5424 1.5240  C5 1.102
14 H -0.6578 -2.9984 0.7570  C5 1.097
15 H 0.9881 -2.4404 1.0177  C5 1.067
16 O 1.6924 -0.0426 3.2876  H17 0.962, H18 0.962
17 H 2.6282 0.1198 3.4437  O16 0.962
18 H 1.6473 -1.0025 3.2351  O16 0.962
19 O -2.9964 0.3072 2.1008  H20 0.964, H21 0.982
20 H -2.4094 1.0603 1.9652  O19 0.964
21 H -2.4149 -0.4842 2.0878  O19 0.982

No. 4
Below is a cluster of 4 separate species, C4H14O3 in total at a distorted geometry, with properties calculated with wB97M-V/def2-TZVPD.

Its total energy is -386.486556 hartree. As for the spin multiplicity: 1. As for the lowest unoccupied orbital energy: 0.47 eV. The HOMO-LUMO gap is 9.6052 eV. For the HOMO energy, the calculation gives -0.33582 hartree. The calculation puts the energy relative to the best compared isomer or geometry (same formula, charge and spin) at 105.6 kJ/mol. As for the SMILES: C/C=C/C.O.O.O. For the strongest force on any atom, the calculation gives 2.75 eV Å⁻¹.

Last columns: bonded neighbours and bond lengths (Å).
Cartesian coordinates (Å):
1 C -0.9610 -1.7698 1.7068  C2 1.555, H5 1.086, H6 1.089, H7 1.091
2 C -0.7984 -1.1178 0.3047  C1 1.555, C3 1.340, H8 1.079
3 C 0.0301 -1.7332 -0.5500  C2 1.340, C4 1.458, H9 1.083
4 C 0.2853 -1.2694 -1.9086  C3 1.458, H10 1.108, H11 1.093, H12 1.088
5 H -0.0907 -2.3583 1.9832  C1 1.086
6 H -1.1555 -0.9629 2.4121  C1 1.089
7 H -1.7883 -2.4802 1.6721  C1 1.091
8 H -1.4688 -0.2802 0.1902  C2 1.079
9 H 0.5340 -2.6009 -0.1422  C3 1.083
10 H -0.4503 -1.6583 -2.6394  C4 1.108
11 H 0.0935 -0.1996 -2.0209  C4 1.093
12 H 1.3074 -1.4732 -2.2195  C4 1.088
13 O 2.2314 0.9929 0.3948  H14 0.974, H15 0.952
14 H 1.6321 0.3934 -0.0851  O13 0.974
15 H 2.4638 0.5035 1.1779  O13 0.952
16 O -0.9896 2.7176 0.9522  H17 0.974, H18 0.976
17 H -0.8508 3.6765 1.0558  O16 0.974
18 H -0.1850 2.3452 1.3612  O16 0.976
19 O -0.1060 2.2398 -1.5383  H20 0.964, H21 0.976
20 H 0.8211 2.4331 -1.3561  O19 0.964
21 H -0.5541 2.6020 -0.7508  O19 0.976